{"formula": "C3H8OS", "method": "the ωB97M-V functional and the def2-TZVPD basis", "homo_lumo_gap_ev": 8.4821, "e_above_lowest_kj_mol": 712.0, "homo_ev": -8.622, "species": ["C", "C", "C", "H", "H", "H", "H", "H", "H", "H", "H", "O", "S"], "coordinates": [[-0.858117, 0.842964, 0.181068], [0.537862, 0.680119, -0.377305], [1.156459, -0.151654, 0.459183], [-0.547984, -1.351945, 0.324499], [-0.295398, 0.790442, 1.390900], [-1.315101, 1.848828, -0.089020], [1.328517, 1.435226, -0.653052], [0.223654, 0.172187, -1.382403], [0.533223, -1.073249, 0.602705], [1.450479, 0.410399, 1.623323], [2.859930, -1.583331, -0.435127], [2.525421, -0.247972, -0.179439], [-1.841119, -0.430835, -0.095250]], "forces_ev_per_a": [[4.05, 5.93, 4.58], [-3.37, 3.28, -7.23], [7.38, -2.75, 5.26], [-4.25, 1.07, -1.30], [-3.37, 1.16, -2.30], [0.41, -1.28, 0.71], [-1.78, 0.42, 0.36], [1.51, 0.43, 1.23], [2.08, 0.17, 0.61], [-1.13, -1.85, -3.23], [-1.57, 5.79, 1.26], [0.37, -6.94, -0.04], [-0.33, -5.44, 0.10]]}